Record 1
{"formula": "C9H14", "method": "ωB97M-V/def2-TZVPD", "elements": ["C", "C", "C", "C", "C", "C", "C", "H", "H", "H", "H", "H", "H", "H", "H", "C", "C", "H", "H", "H", "H", "H", "H"], "xyz": [[-1.3577, -0.3987, -2.8709], [-1.1442, -0.0728, -1.4687], [-0.9442, -1.0679, -0.4770], [-1.0416, -0.8636, 0.9006], [-0.8815, 0.4896, 1.3136], [-1.0229, 1.5883, 0.4530], [-1.4054, 1.2621, -0.8880], [-0.7888, 0.1979, -3.6272], [-2.4809, -0.2730, -3.1550], [-1.0909, -1.3740, -3.2058], [-0.8430, -2.1155, -0.9043], [-1.3219, -1.4823, 1.6498], [-0.6674, 0.5715, 2.4066], [-0.8679, 2.5213, 0.7664], [-1.9612, 1.9513, -1.6189], [2.3205, -0.3262, 2.0416], [2.1115, 0.1685, 0.6233], [3.0344, 0.3103, 2.5034], [1.4490, -0.3876, 2.5320], [2.7310, -1.3866, 1.9893], [1.8316, 1.2041, 0.6383], [1.2968, -0.5192, 0.2080], [3.0449, 0.0027, 0.1897]], "energy_ev": -9557.855, "homo_lumo_gap_ev": 9.5753, "mol_weight_g_mol": 122.211, "smiles": "Cc1ccccc1.CC", "relative_energy_kcal_mol": 53.6}

Record 2
{"formula": "C9H14", "method": "ωB97M-V/def2-TZVPD", "elements": ["C", "C", "C", "C", "C", "C", "C", "H", "H", "H", "H", "H", "H", "H", "H", "C", "C", "H", "H", "H", "H", "H", "H"], "xyz": [[3.6291, -1.6032, -0.0425], [2.4671, -0.7222, 0.3354], [1.1248, -1.0556, 0.1546], [0.1331, -0.1199, 0.4837], [0.4540, 1.1279, 1.0014], [1.7935, 1.4726, 1.2201], [2.7609, 0.4864, 0.9930], [3.9601, -2.4465, 0.5527], [4.4660, -0.9549, -0.2274], [3.4121, -2.0800, -0.9805], [0.7803, -1.9915, -0.3078], [-0.9613, -0.2665, 0.4159], [-0.2815, 1.9284, 1.1500], [2.0698, 2.4172, 1.7043], [3.7470, 0.6451, 1.4477], [-3.0388, 0.1465, -0.6700], [-4.3325, 0.6086, -1.2685], [-2.2477, 0.6804, -1.1883], [-2.9648, 0.4776, 0.3539], [-2.7433, -0.8728, -0.8064], [-4.2079, 1.1931, -2.2225], [-5.0330, -0.2152, -1.5438], [-4.9870, 1.1446, -0.5550]], "energy_ev": -9559.301, "homo_lumo_gap_ev": 9.9575, "mol_weight_g_mol": 122.211, "smiles": "Cc1ccccc1.CC", "relative_energy_kcal_mol": 20.3}

Record 3
{"formula": "C9H14", "method": "ωB97M-V/def2-TZVPD", "elements": ["C", "C", "C", "C", "C", "C", "C", "H", "H", "H", "H", "H", "H", "H", "H", "C", "C", "H", "H", "H", "H", "H", "H"], "xyz": [[-2.2243, -1.2833, -0.5995], [-1.5668, 0.0857, -0.7934], [-0.2259, -0.0590, -1.1868], [0.5678, 1.0912, -1.0096], [0.0817, 2.2248, -0.3648], [-1.2820, 2.3321, -0.0820], [-2.1430, 1.3165, -0.4006], [-3.2596, -1.1660, -0.9439], [-2.3359, -1.4580, 0.4352], [-1.6496, -1.9630, -1.1032], [0.0863, -0.9996, -1.5948], [1.7348, 1.1840, -1.0533], [0.7295, 3.0893, -0.1783], [-1.6238, 3.2660, 0.2612], [-3.2065, 1.4795, -0.4130], [1.7602, -1.8033, 1.0551], [2.3692, -0.4755, 1.1255], [0.7923, -2.0144, 0.7874], [2.3806, -2.4558, 0.3852], [1.7896, -2.2245, 2.0941], [1.7959, 0.0212, 1.9366], [2.0711, 0.1508, 0.2326], [3.3584, -0.3387, 1.4106]], "energy_ev": -9558.264, "homo_lumo_gap_ev": 9.8097, "mol_weight_g_mol": 122.211, "smiles": "Cc1ccccc1.CC", "relative_energy_kcal_mol": 44.2}

Record 4
{"formula": "C9H14", "method": "ωB97M-V/def2-TZVPD", "elements": ["C", "C", "C", "C", "C", "C", "C", "H", "H", "H", "H", "H", "H", "H", "H", "C", "C", "H", "H", "H", "H", "H", "H"], "xyz": [[-2.7106, 1.9614, 1.1157], [-1.3058, 1.5798, 0.6456], [-0.7176, 2.2648, -0.3822], [0.5800, 1.9359, -0.8238], [1.2206, 0.8983, -0.2106], [0.5430, 0.0381, 0.6594], [-0.6958, 0.4113, 1.1391], [-3.3174, 1.1029, 0.8089], [-3.0141, 2.8804, 0.6245], [-2.8675, 2.0300, 2.1867], [-1.1510, 3.1647, -0.8054], [1.1146, 2.5005, -1.5746], [2.2361, 0.7085, -0.5467], [1.0654, -0.8021, 1.0988], [-1.1633, -0.2697, 1.8341], [1.1621, -3.9938, -0.2944], [1.7054, -3.3280, -1.5509], [1.7866, -4.8623, -0.0602], [1.0328, -3.3680, 0.5826], [0.1971, -4.4762, -0.4752], [1.2375, -3.7032, -2.4558], [2.7922, -3.3288, -1.6631], [1.5452, -2.2428, -1.5060]], "energy_ev": -9559.649, "homo_lumo_gap_ev": 10.0747, "mol_weight_g_mol": 122.211, "smiles": "Cc1ccccc1.CC", "relative_energy_kcal_mol": 12.3}

Record 5
{"formula": "C9H14", "method": "ωB97M-V/def2-TZVPD", "elements": ["C", "C", "C", "C", "C", "C", "C", "H", "H", "H", "H", "H", "H", "H", "H", "C", "C", "H", "H", "H", "H", "H", "H"], "xyz": [[-1.8466, -1.8578, 0.0022], [-1.0711, -0.8819, -0.8501], [-0.3113, 0.1294, -0.2836], [0.7574, 0.7071, -0.9530], [0.9798, 0.4083, -2.2915], [0.0619, -0.4156, -2.9379], [-0.9347, -1.0694, -2.2283], [-1.1871, -2.1486, 0.8177], [-2.1024, -2.7745, -0.5290], [-2.7562, -1.4129, 0.4142], [-0.5114, 0.4557, 0.7358], [1.4735, 1.3680, -0.4796], [1.8926, 0.6899, -2.8026], [0.0495, -0.5612, -4.0117], [-1.5701, -1.7595, -2.7645], [1.6436, 1.3511, 3.1229], [0.5394, 1.2900, 4.1833], [1.7723, 2.3803, 2.7671], [2.6289, 1.0610, 3.4873], [1.4337, 0.7968, 2.2051], [-0.2884, 1.9408, 3.9287], [0.9137, 1.4975, 5.1792], [0.1819, 0.2542, 4.1996]], "energy_ev": -9559.700, "homo_lumo_gap_ev": 9.9785, "mol_weight_g_mol": 122.211, "smiles": "Cc1ccccc1.CC", "relative_energy_kcal_mol": 11.1}

Record 6
{"formula": "C9H14", "method": "ωB97M-V/def2-TZVPD", "elements": ["C", "C", "C", "C", "C", "C", "C", "H", "H", "H", "H", "H", "H", "H", "H", "C", "C", "H", "H", "H", "H", "H", "H"], "xyz": [[0.7743, 2.0661, 2.6551], [0.1179, 1.5081, 1.3885], [-0.3937, 2.3552, 0.4120], [-1.0241, 1.8054, -0.6410], [-1.4255, 0.4755, -0.8441], [-0.8855, -0.2914, 0.1156], [-0.1096, 0.1677, 1.2540], [0.9783, 1.3337, 3.3851], [0.1804, 2.9448, 2.9053], [1.7648, 2.5583, 2.4507], [-0.2905, 3.4037, 0.6049], [-1.1868, 2.5111, -1.4962], [-2.0037, 0.0050, -1.6200], [-1.0309, -1.3330, 0.3158], [0.1494, -0.5361, 2.0391], [1.3570, -3.9803, -1.8531], [0.7895, -2.6368, -1.9840], [2.0694, -4.1266, -2.6739], [1.9061, -4.1352, -0.8687], [0.5066, -4.6661, -1.9765], [1.4152, -1.9518, -2.5190], [-0.1692, -2.6855, -2.5462], [0.5097, -2.1390, -1.0184]], "energy_ev": -9558.773, "homo_lumo_gap_ev": 10.0583, "mol_weight_g_mol": 122.211, "smiles": "Cc1ccccc1.CC", "relative_energy_kcal_mol": 32.5}

Record 7
{"formula": "C9H14", "method": "ωB97M-V/def2-TZVPD", "elements": ["C", "C", "C", "C", "C", "C", "C", "H", "H", "H", "H", "H", "H", "H", "H", "C", "C", "H", "H", "H", "H", "H", "H"], "xyz": [[-1.0861, 0.4795, 1.7808], [-0.2444, -0.6512, 1.2837], [-0.5381, -1.2980, 0.0823], [0.3042, -2.2715, -0.4266], [1.4126, -2.6986, 0.2988], [1.7112, -2.0843, 1.5091], [0.8603, -1.1039, 1.9952], [-2.0778, 0.4696, 1.3351], [-0.6106, 1.4579, 1.6854], [-1.2086, 0.4259, 2.8713], [-1.3886, -0.9770, -0.4842], [0.0593, -2.8023, -1.3397], [2.0393, -3.4583, -0.1365], [2.5687, -2.4428, 2.0629], [1.0444, -0.7182, 2.9956], [-0.5660, 2.7183, -1.3809], [-0.1590, 1.7273, -2.4875], [-1.6456, 2.7898, -1.2905], [-0.2780, 2.3013, -0.4185], [-0.0950, 3.6780, -1.5610], [0.7147, 1.1690, -2.1628], [0.1418, 2.2316, -3.4090], [-0.9586, 1.0578, -2.8030]], "energy_ev": -9559.895, "homo_lumo_gap_ev": 10.0478, "mol_weight_g_mol": 122.211, "smiles": "Cc1ccccc1.CC", "relative_energy_kcal_mol": 6.6}

Record 8
{"formula": "C9H14", "method": "ωB97M-V/def2-TZVPD", "elements": ["C", "C", "C", "C", "C", "C", "C", "H", "H", "H", "H", "H", "H", "H", "H", "C", "C", "H", "H", "H", "H", "H", "H"], "xyz": [[-0.7218, -2.5000, 2.3538], [-0.0298, -1.2007, 2.0381], [-0.6496, -0.5499, 0.9468], [-0.0376, 0.5765, 0.3448], [1.2881, 0.8906, 0.7171], [1.8813, 0.1688, 1.7305], [1.1931, -0.7442, 2.5091], [-1.5835, -2.6171, 3.0149], [-0.1924, -3.3527, 2.8241], [-1.0024, -3.0158, 1.4343], [-1.6547, -0.7420, 0.6017], [-0.6280, 1.1740, -0.3304], [1.8025, 1.5443, 0.0343], [2.8551, 0.5103, 2.0987], [1.7438, -1.0874, 3.3753], [-1.0615, 0.8373, -3.1929], [0.0501, 1.8478, -2.7048], [-1.8594, 1.4947, -3.5823], [-0.7118, 0.1412, -3.9477], [-1.5304, 0.2626, -2.4038], [0.3797, 1.7140, -1.6811], [0.8709, 1.8262, -3.4213], [-0.4016, 2.8215, -2.7594]], "energy_ev": -9558.793, "homo_lumo_gap_ev": 10.0449, "mol_weight_g_mol": 122.211, "smiles": "Cc1ccccc1.CC", "relative_energy_kcal_mol": 32.0}

Record 9
{"formula": "C9H14", "method": "ωB97M-V/def2-TZVPD", "elements": ["C", "C", "C", "C", "C", "C", "C", "H", "H", "H", "H", "H", "H", "H", "H", "C", "C", "H", "H", "H", "H", "H", "H"], "xyz": [[0.1235, 0.8087, -3.8472], [0.4882, -0.0910, -2.7061], [0.6549, -1.4660, -2.8745], [0.9782, -2.2514, -1.7401], [1.2689, -1.6231, -0.5540], [1.1860, -0.2327, -0.4503], [0.6642, 0.5356, -1.4690], [-0.2293, 1.7907, -3.5485], [-0.6311, 0.4069, -4.5223], [1.0049, 0.8233, -4.5088], [0.3148, -1.8227, -3.8368], [0.7035, -3.2962, -1.6964], [1.4815, -2.1364, 0.3761], [1.5264, 0.2281, 0.4739], [0.5314, 1.5981, -1.3507], [-1.9187, 1.1405, 3.7590], [-0.6428, 0.5930, 4.4160], [-2.4892, 0.3715, 3.2324], [-2.6195, 1.5866, 4.4460], [-1.5662, 1.8599, 3.0159], [-0.8311, -0.2320, 5.0930], [0.1050, 1.3266, 4.6981], [-0.1035, 0.0821, 3.5942]], "energy_ev": -9559.381, "homo_lumo_gap_ev": 9.8747, "mol_weight_g_mol": 122.211, "smiles": "Cc1ccccc1.CC", "relative_energy_kcal_mol": 18.5}

Please write out number 7 again, unchanged.
{"formula": "C9H14", "method": "ωB97M-V/def2-TZVPD", "elements": ["C", "C", "C", "C", "C", "C", "C", "H", "H", "H", "H", "H", "H", "H", "H", "C", "C", "H", "H", "H", "H", "H", "H"], "xyz": [[-1.0861, 0.4795, 1.7808], [-0.2444, -0.6512, 1.2837], [-0.5381, -1.2980, 0.0823], [0.3042, -2.2715, -0.4266], [1.4126, -2.6986, 0.2988], [1.7112, -2.0843, 1.5091], [0.8603, -1.1039, 1.9952], [-2.0778, 0.4696, 1.3351], [-0.6106, 1.4579, 1.6854], [-1.2086, 0.4259, 2.8713], [-1.3886, -0.9770, -0.4842], [0.0593, -2.8023, -1.3397], [2.0393, -3.4583, -0.1365], [2.5687, -2.4428, 2.0629], [1.0444, -0.7182, 2.9956], [-0.5660, 2.7183, -1.3809], [-0.1590, 1.7273, -2.4875], [-1.6456, 2.7898, -1.2905], [-0.2780, 2.3013, -0.4185], [-0.0950, 3.6780, -1.5610], [0.7147, 1.1690, -2.1628], [0.1418, 2.2316, -3.4090], [-0.9586, 1.0578, -2.8030]], "energy_ev": -9559.895, "homo_lumo_gap_ev": 10.0478, "mol_weight_g_mol": 122.211, "smiles": "Cc1ccccc1.CC", "relative_energy_kcal_mol": 6.6}